Entry 1:
# C5H39N2O13

A 13-piece molecular cluster, C5H39N2O13 overall in a non-equilibrium geometry (ωB97M-V with the def2-TZVPD basis set, OMol25).

```
59
Properties=species:S:1:pos:R:3:lowdin_charge:R:1
N -0.523 1.725 0.521 0.177
C -1.603 1.635 1.590 -0.103
C -2.764 0.731 1.078 -0.167
N -2.154 -0.374 0.295 -0.038
C -2.665 -2.492 1.559 -0.050
C -1.612 -1.475 1.104 -0.372
C -0.523 -2.197 0.251 -0.167
O 0.322 -1.156 -0.231 -0.138
H -0.953 1.864 -0.405 0.099
H 0.008 0.825 0.507 0.102
H 0.112 2.472 0.740 0.097
H -1.967 2.661 1.821 0.135
H -1.193 1.243 2.511 0.101
H -3.401 0.398 1.950 0.128
H -3.475 1.298 0.416 0.118
H -2.781 -0.736 -0.451 0.102
H -3.192 -2.991 0.663 0.112
H -3.436 -2.069 2.177 0.062
H -2.221 -3.302 2.127 0.073
H -1.095 -1.086 2.017 0.129
H 0.009 -2.931 0.879 0.134
H -0.994 -2.680 -0.586 0.119
H 1.206 -1.531 -0.449 0.052
H 1.179 0.131 1.997 -0.008
H 1.564 -0.758 3.117 -0.093
O 0.914 -0.223 2.861 -0.008
H 2.323 -0.850 -2.527 -0.009
H 1.134 -0.497 -3.256 -0.031
O 2.007 -0.280 -3.206 0.017
H 3.734 -1.306 1.858 0.053
H 4.969 -0.812 0.990 0.091
O 4.029 -0.925 0.984 -0.036
H 2.429 1.778 0.976 0.035
H 2.903 0.278 0.743 0.086
O 2.096 0.935 0.743 -0.098
H 3.512 -1.443 4.186 0.132
H 2.817 -2.709 3.518 0.111
O 3.071 -1.775 3.352 -0.049
H 0.206 2.356 -2.134 0.074
H -0.742 1.198 -2.502 0.007
O -0.786 2.111 -2.180 -0.111
H 1.866 1.335 -0.940 0.017
H 2.055 1.205 -2.465 0.061
O 1.849 1.906 -1.751 -0.118
H -2.477 2.138 -1.923 0.038
H -3.761 2.473 -2.762 0.023
O -3.470 2.005 -2.036 -0.038
H 1.903 3.312 -0.535 -0.006
H 1.977 4.515 0.456 0.097
O 1.748 3.568 0.354 -0.036
H 3.036 -2.734 -1.410 0.063
H 3.357 -1.562 -0.426 0.077
O 2.714 -1.895 -1.165 -0.044
H -3.419 0.309 -2.388 -0.001
H -4.019 -0.973 -2.999 0.086
O -3.284 -0.647 -2.454 -0.065
H -0.374 -0.739 -1.760 0.001
H -1.539 -0.764 -2.755 0.019
O -0.628 -0.497 -2.645 -0.041
```

Calculated values
- E_LUMO (eV) = -2.83
- relative energy (zero: lowest compared OMol25 entry of this formula, charge and spin) (kcal per mole) = 25.69
- E_HOMO (eV) = -11.5
- calculated total energy (Ha) = -1301.3773
- molar mass (g/mol) = 335.4
- frontier orbital gap (hartree) = 0.3202
- charge = +1

***

Entry 2:
# C5H3ClF2

One molecule with the formula C5H3ClF2 in a non-equilibrium geometry (ωB97M-V with the def2-TZVPD basis set, OMol25).

```
11
Properties=species:S:1:pos:R:3:lowdin_charge:R:1
C -3.192 -0.586 -0.304 0.103
C -1.947 -0.403 -0.048 -0.088
C -0.625 0.164 -0.155 -0.230
F -0.673 1.564 -0.496 -0.006
C 0.606 -0.461 0.177 0.020
C 1.987 0.365 0.290 -0.652
F 1.987 1.666 -0.106 -0.021
Cl 3.356 -0.578 -0.493 0.567
H -4.357 -0.743 -0.808 0.140
H 0.673 -1.418 0.631 0.091
H 2.185 0.428 1.312 0.077
```

Calculated values
- E_LUMO (eV) = -0.29
- relative energy (zero: lowest compared OMol25 entry of this formula, charge and spin) (kcal per mole) = 38.36
- E_HOMO (eV) = -9.6
- calculated total energy (Ha) = -852.0795
- molar mass (g/mol) = 136.5
- frontier orbital gap (hartree) = 0.3421

***

Entry 3:
# C5H3ClFNO3

One molecule with the formula C5H3ClFNO3 in a non-equilibrium geometry (ωB97M-V with the def2-TZVPD basis set, OMol25).

```
14
Properties=species:S:1:pos:R:3:lowdin_charge:R:1
O -1.214 -2.427 -1.233 0.067
N -0.555 -1.457 -1.601 -0.337
O -0.075 -1.284 -2.707 0.104
C -0.307 -0.422 -0.595 -0.046
C 0.747 0.574 -0.745 -0.177
F 1.509 0.560 -1.851 0.109
C 0.988 1.409 0.417 -0.541
Cl 2.372 0.581 1.419 0.591
O -0.047 1.523 1.333 -0.078
C -0.744 0.350 1.614 -0.092
C -0.998 -0.542 0.648 -0.016
H 1.147 2.422 0.059 0.147
H -1.227 0.224 2.549 0.120
H -1.597 -1.512 0.692 0.151
```

Calculated values
- E_LUMO (eV) = -1.33
- E_HOMO (eV) = -9.4
- calculated total energy (Ha) = -1032.6866
- molar mass (g/mol) = 179.5
- frontier orbital gap (hartree) = 0.2952